Here is a molecular structure, C3H10N4S in a non-equilibrium geometry from the Open Molecules 2025 dataset. Energies are from wB97M-V/def2-TZVPD.

Values from the calculation:
LUMO energy: 0.851 eV
orbital gap: 8.3 eV
charge: 0
HOMO: -0.2735 hartree
largest force on an atom: 4.29 eV/Å
ΔE to the lowest compared entry with this formula, charge and spin: 4.016 eV
2S+1: 1

Each line ends with the Löwdin charge.
Geometry (Å):
S 2.78143 -0.23178 0.02064  0.735
N 1.08661 2.05820 -0.17293  -0.011
N 0.54979 -1.60502 -0.34141  -0.132
N 0.29830 0.98499 -0.34766  -0.191
N 1.14934 -0.52997 0.31465  -0.480
C -0.80271 -1.59035 0.09141  -0.278
C -0.98027 0.96017 0.14362  -0.258
C -1.56691 -0.39794 -0.37054  -0.212
H 0.96843 2.72731 0.63004  0.120
H -2.60104 -0.40009 -0.00986  0.104
H -1.59486 1.69035 -0.42779  0.127
H 1.97808 1.80239 -0.48941  -0.032
H -1.14236 0.93711 1.31482  0.150
H -1.29816 -2.56590 -0.26318  0.130
H -1.80609 -0.35683 -1.41321  0.099
H 3.27717 -0.28594 1.36256  -0.095
H -0.83723 -1.80110 1.25012  0.149
H 0.54049 -1.39560 -1.29187  0.073